The following is a DFT calculation (ωB97M-V/def2-TZVPD) of a structure of composition C24H58IrP2Si4.

Atoms and positions in Å:
P -0.6936 -1.4779 -3.6546
P 0.4479 1.5963 -5.0042
C -1.3346 -0.6490 -5.2453
C -0.4293 0.2890 -6.0140
H -2.3375 -0.2045 -5.0828
H -1.4992 -1.5126 -5.9133
H 0.3967 -0.2584 -6.5249
H -0.9917 0.7577 -6.8500
C -0.6580 2.9184 -5.9102
H -0.5909 3.8607 -5.3334
H -1.6969 2.5460 -5.8955
H -0.3273 3.0741 -6.9418
C 1.8938 2.5856 -5.8102
H 1.6351 3.1044 -6.7317
H 2.7785 1.9731 -6.0381
H 2.2041 3.3043 -5.0383
C -2.1946 -2.0849 -2.7657
H -1.9171 -2.5846 -1.8222
H -2.6893 -2.8177 -3.4110
H -2.9299 -1.3008 -2.5081
C -0.2391 -3.1230 -4.4057
H 0.6044 -3.0669 -5.1166
H -1.1245 -3.4697 -4.9617
H 0.0205 -3.8614 -3.6363
Ir -1.1892 -0.4685 0.1382
C 0.8037 2.7129 -3.2524
C -0.4530 2.1152 -3.5935
C -0.8613 0.9029 -2.6769
C 0.1416 -0.2489 -2.6432
C 1.2516 -0.9000 -4.2068
C 1.8608 0.3877 -4.5134
C 2.6915 1.0264 -3.3565
C 1.9623 2.1379 -2.5580
C 0.4644 -1.5941 0.3158
H 0.8656 3.7917 -3.3976
H -1.3412 2.7611 -3.6729
H -1.8127 0.5268 -3.1130
H -1.1271 1.2263 -1.6632
H 1.0738 0.1213 -2.2680
H 0.0031 -0.9313 -1.7559
H 2.0047 -1.6440 -3.8490
H 2.4916 0.2548 -5.4331
H 3.5755 1.4980 -3.7963
H 3.0627 0.2272 -2.6911
H 1.7913 1.8300 -1.5082
H 2.6887 2.9619 -2.4544
H 0.7397 -1.8078 1.3548
H 1.3282 -1.1233 -0.1692
H 0.2318 -2.5323 -0.2209
C -0.5504 4.5966 -0.5542
Si -1.1854 3.6478 0.9461
C -0.8277 4.7368 2.4535
C -3.0591 3.4411 0.8029
Si -0.2353 1.4733 0.9108
Si 1.7788 1.8588 2.0922
C 1.6132 2.4720 3.8743
C 2.7617 0.2558 2.1636
C 2.7571 3.1502 1.1181
Si -1.6659 0.2799 2.4543
C -2.0772 1.5303 3.7944
C -3.1934 -0.1694 1.4171
C -0.9914 -1.1977 3.3748
H -0.5774 5.6712 -0.3199
H -1.2115 4.4251 -1.4150
H 0.4774 4.3335 -0.8386
H -1.2526 5.7268 2.2220
H -1.3134 4.3682 3.3663
H 0.2449 4.8687 2.6478
H -3.3361 2.6965 0.0447
H -3.5552 3.1787 1.7452
H -3.4447 4.4201 0.4789
H 0.9721 1.8269 4.4900
H 2.6276 2.4407 4.3036
H 1.2542 3.5062 3.9450
H 2.7664 -0.2969 1.2171
H 3.8005 0.5243 2.4110
H 2.3846 -0.4081 2.9537
H 3.1092 2.7544 0.1549
H 2.1921 4.0740 0.9345
H 3.6387 3.4084 1.7238
H -2.7141 2.3494 3.4559
H -2.6308 0.9743 4.5658
H -1.1937 1.9646 4.2796
H -3.0010 -0.6583 0.3891
H -3.7359 -0.9497 1.9862
H -3.8235 0.7045 1.2101
H -0.6477 -2.0175 2.7347
H -0.1629 -0.8703 4.0117
H -1.8261 -1.5682 3.9903

Force components x, y, z for each atom (eV/Å):
0.4 -1.6 -5.4
-0.1 0.6 -4.4
-0.7 -0.6 0.7
0.8 -0.1 -1.5
0.5 -0.1 0.1
-0.1 0.3 0.3
-0.5 0.2 0.5
0.2 -0.3 0.7
-1.1 1.5 -1.0
0.1 -0.4 -0.4
0.5 0.2 0.1
-0.2 -0.1 0.3
1.1 0.5 -0.6
-0.2 0.0 0.3
-0.5 0.1 0.1
-0.2 -0.1 -0.5
-0.2 0.8 0.7
0.0 0.1 -0.3
0.2 0.2 0.0
0.4 -0.3 -0.1
0.4 -0.4 0.5
-0.5 0.2 0.5
0.2 0.1 0.5
-0.2 0.0 -0.2
-0.2 0.8 0.4
0.7 3.0 1.6
-1.5 -2.9 3.3
-1.4 0.6 -1.3
-0.9 -1.0 1.9
0.1 0.0 0.2
0.6 -0.7 1.3
0.7 0.1 -0.5
1.2 0.1 0.6
0.5 -1.3 -0.3
-0.1 -0.2 0.0
0.7 -0.2 -0.3
0.4 0.4 0.5
0.5 0.1 0.0
0.9 -0.4 -0.3
-0.4 0.5 0.5
-0.6 0.5 0.4
-0.7 -0.1 0.8
0.0 -0.2 0.0
-0.1 0.3 -0.3
-0.4 0.0 -0.3
-0.3 -0.3 0.1
0.0 0.0 -0.4
0.0 -0.1 0.1
0.5 -0.1 0.3
0.0 0.1 -0.2
-0.3 -0.2 0.4
0.0 -0.1 -0.1
0.0 0.4 -0.2
0.8 1.7 0.3
0.2 -0.3 0.1
0.0 0.0 -0.1
0.2 0.1 0.0
0.0 0.0 0.1
-0.1 -0.4 0.8
-0.2 0.2 0.1
-0.4 -0.2 0.5
-0.2 -0.1 -0.1
0.0 -0.2 -0.2
0.1 0.0 0.1
-0.2 0.1 0.1
0.1 -0.2 0.1
0.2 0.1 -0.2
-0.3 0.0 -0.1
0.0 0.2 0.1
0.1 0.1 -0.2
-0.2 -0.3 0.1
0.2 0.2 -0.1
-0.3 0.0 -0.1
0.0 -0.3 0.0
0.1 0.1 0.2
-0.2 -0.2 0.0
0.1 0.1 -0.2
0.0 0.1 0.2
0.1 -0.2 0.0
-0.1 0.0 -0.2
0.1 -0.1 0.1
0.1 0.1 -0.1
-0.2 -0.2 -0.2
-0.9 -0.2 0.1
0.1 0.3 -0.6
0.2 -0.3 0.1
-0.2 0.2 0.3
-0.2 -0.2 0.1
0.4 0.0 0.1

Values from the calculation:
Multiplicity   6
LUMO energy (spin up / spin down)   -0.241 / -0.325 hartree
Frontier orbital gap (spin up / spin down)   4.4 / 3.8 eV
Highest occupied orbital energy (spin up / spin down)   -10.92 / -12.66 eV
Net charge   +2

The following is a DFT calculation (ωB97M-V/def2-TZVPD) of a structure of composition C24H58MnP2Si4Te.

Atoms and positions in Å:
P -0.1796 -1.5842 -5.5494
P 0.1463 1.6782 -5.5426
C -0.4117 -0.5873 -7.0958
C 0.3307 0.7409 -7.1266
H -1.4917 -0.4291 -7.2014
H -0.0964 -1.2331 -7.9197
H 1.4012 0.6061 -7.3186
H -0.0593 1.4016 -7.9091
C -1.4612 2.4701 -5.9374
H -1.7184 3.1984 -5.1619
H -2.2706 1.7316 -6.0168
H -1.3382 2.9831 -6.9034
C 1.2382 3.1128 -5.8266
H 0.8661 3.6624 -6.7060
H 2.2763 2.7771 -6.0066
H 1.2138 3.7637 -4.9422
C -1.1424 -3.0375 -6.1118
H -1.1058 -3.8204 -5.3422
H -0.6649 -3.3881 -7.0438
H -2.1836 -2.7381 -6.3064
C 1.4663 -2.2641 -6.0105
H 2.2426 -1.4890 -6.0776
H 1.3387 -2.7403 -6.9933
H 1.7691 -3.0210 -5.2766
Mn 0.0010 -0.6699 -0.5623
C 0.6559 1.6725 -1.9374
C -0.6999 1.4175 -1.8980
C -1.5246 0.7361 -2.9403
C -1.7666 -0.8022 -2.8868
C -0.6352 -1.7311 -2.6356
C 0.7451 -1.5094 -2.7171
C 1.3214 -0.3355 -3.4222
C 1.7479 0.8826 -2.5860
C 0.3991 -2.2946 0.4431
H 1.0261 2.5039 -1.3318
H -1.2854 2.0551 -1.2185
H -1.1080 1.0203 -3.9236
H -2.5255 1.2092 -2.9444
H -2.5731 -0.9744 -2.1465
H -2.2467 -1.0389 -3.8573
H -0.9670 -2.7629 -2.4415
H 1.4124 -2.3811 -2.5777
H 0.5299 0.0275 -4.1150
H 2.1768 -0.6290 -4.0483
H 2.4919 0.5590 -1.8340
H 2.2898 1.5478 -3.2846
H 1.1620 -2.1078 1.2049
H 0.7311 -3.0002 -0.3279
H -0.5517 -2.6107 0.9004
C -0.4535 3.5976 4.5818
Si -1.2317 1.9466 5.0756
C -1.2494 1.8156 6.9593
C -2.9981 1.8840 4.4089
Si -0.0318 0.2381 3.9902
Te -0.1360 0.9786 1.6131
Si 2.1427 0.3258 4.8697
C 2.1711 0.2587 6.7572
C 3.1126 -1.1341 4.1714
C 2.9337 1.9383 4.2898
Si -0.9778 -1.7746 4.7481
C -0.9810 -1.8523 6.6348
C -2.7459 -1.8519 4.1029
C 0.0218 -3.2115 4.0524
H -1.1249 4.3995 4.9302
H -0.3458 3.6797 3.4912
H 0.5350 3.7445 5.0426
H -1.7390 2.7267 7.3435
H -1.8261 0.9508 7.3166
H -0.2447 1.7659 7.3991
H -3.0095 1.7643 3.3150
H -3.5817 1.0656 4.8567
H -3.4854 2.8402 4.6586
H 1.7773 -0.6865 7.1554
H 3.2273 0.3391 7.0689
H 1.6219 1.0879 7.2226
H 2.9465 -1.2436 3.0900
H 4.1852 -0.9387 4.3373
H 2.8507 -2.0821 4.6631
H 2.6839 2.1490 3.2408
H 2.6208 2.7945 4.9043
H 4.0271 1.8261 4.3742
H -1.6170 -1.0832 7.0916
H -1.3890 -2.8363 6.9206
H 0.0231 -1.7700 7.0700
H -2.8071 -1.5087 3.0608
H -3.0781 -2.9030 4.1403
H -3.4348 -1.2477 4.7100
H 0.2017 -3.1173 2.9718
H 0.9911 -3.3196 4.5595
H -0.5573 -4.1341 4.2248

Force components x, y, z for each atom (eV/Å):
-0.4 0.0 -1.4
0.0 0.5 -0.8
-0.2 -0.3 -0.1
0.2 0.4 0.1
0.1 0.0 0.0
-0.1 0.1 -0.3
-0.1 -0.1 0.0
0.1 -0.2 -0.2
0.0 0.2 -0.2
-0.1 -0.1 -0.1
0.2 0.2 0.1
-0.3 0.0 0.3
0.2 0.2 -0.4
0.4 0.0 0.2
-0.4 0.2 0.1
0.1 -0.1 -0.3
0.0 -0.1 -0.2
-0.1 0.1 -0.3
-0.5 -0.2 0.3
0.3 -0.3 0.1
0.2 -0.1 0.0
-0.2 -0.2 0.0
0.3 0.1 0.2
0.1 0.1 -0.2
-0.2 1.7 0.7
-1.4 -0.5 0.7
1.4 1.4 0.1
-0.6 -0.6 -0.8
-1.0 1.1 -0.1
2.3 -0.6 -0.3
-2.2 -1.2 -0.6
-0.3 1.1 0.2
0.5 -0.2 -0.8
0.3 -1.2 0.3
-0.2 -0.4 0.2
0.5 -0.2 -0.2
-0.2 -0.5 0.7
0.4 -0.3 0.2
0.4 -0.2 -0.1
0.2 -0.2 0.4
0.3 0.5 0.4
-0.6 0.5 0.3
1.1 -0.3 0.7
-0.2 -0.1 0.4
-0.2 0.4 -0.1
-0.1 -0.1 0.4
-0.1 -0.3 -0.1
0.1 -0.5 0.5
0.3 -0.2 0.0
-0.2 0.2 0.2
0.3 -0.3 -0.6
-0.2 0.2 0.2
-0.1 0.3 0.2
0.0 0.0 0.8
-0.1 0.5 0.0
-0.5 0.1 -0.5
0.3 0.0 0.1
0.4 0.1 0.1
0.3 -0.1 0.1
0.3 0.5 -0.6
-0.1 -0.3 0.1
-0.1 -0.4 0.1
-0.2 -0.4 0.1
0.3 0.0 -0.1
0.0 -0.1 0.3
-0.3 0.0 -0.1
0.1 -0.3 0.0
0.2 0.3 -0.1
-0.3 0.0 -0.2
0.1 0.0 0.3
0.2 0.2 -0.1
-0.1 -0.3 -0.1
0.1 0.3 -0.1
-0.3 0.0 0.0
0.2 -0.2 -0.2
0.0 0.0 0.3
-0.2 -0.2 -0.1
0.1 0.3 -0.1
0.0 -0.1 0.2
0.1 -0.2 -0.2
-0.2 0.2 0.0
0.2 -0.2 -0.2
0.1 0.2 0.0
-0.3 0.0 -0.1
0.0 -0.1 0.2
-0.1 0.3 0.0
0.2 -0.2 -0.2
-0.1 0.0 0.4
-0.3 0.0 -0.1
0.3 0.1 -0.1

Values from the calculation:
Multiplicity   6
LUMO energy (spin up / spin down)   0.003 / -0.013 hartree
Frontier orbital gap (spin up / spin down)   5.8 / 6.2 eV
Highest occupied orbital energy (spin up / spin down)   -5.69 / -6.60 eV

The following is a DFT calculation (ωB97M-V/def2-TZVPD) of a structure of composition C24H58N7OReS2SeSi.

Atoms and positions in Å:
Re 1.1650 0.3671 0.8124
N 2.8373 1.4754 -0.1857
C 4.1096 1.9111 0.4588
C 3.9144 3.0693 1.4329
N 2.7784 2.8636 2.3065
C 3.0019 2.2647 3.6011
C 3.1928 0.7605 3.4952
N 2.0381 0.0732 2.8445
H 3.1003 0.8667 -0.9607
H 2.4040 2.2865 -0.6262
H 4.8298 2.1998 -0.3092
H 4.5194 1.0427 0.9689
H 3.7597 3.9960 0.8770
H 4.8558 3.1930 1.9830
H 2.1966 3.6826 2.3635
H 2.1285 2.4756 4.2231
H 3.8762 2.6711 4.1265
H 3.3380 0.3425 4.4931
H 4.0869 0.5296 2.9204
H 1.2285 0.1837 3.4534
H 2.2195 -0.9301 2.8542
C 4.5003 -2.2918 -0.2736
C 3.4309 -3.1969 -0.8964
C 2.1010 -2.6213 -0.4009
O 2.4445 -1.4959 0.4890
C 3.7957 -1.7799 0.9591
H 4.7549 -1.4606 -0.9336
H 5.4162 -2.8272 -0.0332
H 3.5519 -4.2210 -0.5485
H 3.4841 -3.2057 -1.9824
H 1.5287 -3.3356 0.1916
H 1.4793 -2.2147 -1.1902
H 3.7318 -2.5511 1.7335
H 4.2067 -0.8713 1.3865
C 0.0944 6.2559 0.7788
Si -1.3177 5.2951 0.1240
C -1.4004 4.8333 -1.6441
C -2.7368 4.9384 1.2207
Se -0.2792 2.1514 1.1141
H -0.1898 7.3152 0.8110
H 0.9776 6.1718 0.1471
H 0.3284 5.9646 1.8034
H -2.1490 5.4602 -2.1424
H -1.7347 3.7991 -1.7455
H -0.4480 4.9695 -2.1537
H -3.3322 5.8509 1.3449
H -2.3920 4.6458 2.2132
H -3.3850 4.1669 0.8076
C -1.1775 0.9150 -6.6394
C -2.2050 1.1014 -5.5281
C -2.7504 -0.2134 -4.9708
C -1.6714 -1.1670 -4.4757
N -0.7648 -0.5390 -3.4968
C -0.6914 -0.6011 -2.1772
S 0.7421 0.2124 -1.5411
N -1.5380 -1.1949 -1.3633
C -2.8008 -1.8964 -1.6428
C -2.6104 -3.3961 -1.8553
C -2.3049 -4.1500 -0.5647
C -2.0369 -5.6287 -0.8088
H -0.9714 1.8567 -7.1450
H -1.5365 0.2127 -7.3931
H -0.2190 0.5365 -6.2727
H -3.0461 1.6827 -5.9073
H -1.7751 1.6957 -4.7134
H -3.3071 -0.7377 -5.7511
H -3.4597 -0.0073 -4.1638
H -1.0330 -1.4834 -5.3004
H -2.0919 -2.0704 -4.0486
H -0.0463 0.0382 -3.9113
H -1.2855 -1.1311 -0.3840
H -3.3041 -1.4120 -2.4754
H -3.4228 -1.7264 -0.7622
H -1.7998 -3.5661 -2.5710
H -3.5189 -3.7966 -2.3115
H -3.1508 -4.0330 0.1204
H -1.4395 -3.6923 -0.0719
H -2.8931 -6.1082 -1.2833
H -1.8390 -6.1587 0.1220
H -1.1756 -5.7699 -1.4639
C -1.4170 -3.4439 3.8706
N -1.7846 -2.0408 3.8183
C -2.7890 -1.5000 4.7455
C -2.8884 -0.0183 4.3353
N -2.0138 0.0339 3.1585
C -1.3978 -1.1268 2.9481
S -0.3091 -1.4723 1.6481
H -2.3005 -4.0609 3.7060
H -1.0026 -3.6745 4.8516
H -0.6801 -3.6589 3.1029
H -2.4511 -1.6371 5.7722
H -3.7314 -2.0335 4.6198
H -2.5343 0.6557 5.1142
H -3.9042 0.2616 4.0645
H -1.7136 0.8749 2.6832

Force components x, y, z for each atom (eV/Å):
-0.7 0.4 -0.5
0.2 0.0 0.3
0.0 0.0 0.1
0.0 -0.1 0.0
-0.1 0.2 -0.1
0.0 -0.1 0.0
0.1 0.0 0.0
0.1 0.0 0.0
0.0 0.1 -0.1
0.0 0.0 0.0
0.0 0.0 0.0
0.0 0.0 0.0
0.0 0.0 -0.1
0.0 0.1 0.0
0.1 0.0 0.1
0.0 0.0 0.0
0.0 0.0 0.0
0.0 0.0 0.0
0.0 0.0 0.0
0.0 0.0 0.0
-0.1 0.0 0.1
0.0 0.0 0.0
0.0 0.0 0.0
-0.1 0.0 0.1
0.2 0.0 -0.2
0.0 0.0 0.1
0.0 0.0 0.0
0.0 0.0 0.0
0.0 0.0 0.0
0.0 0.0 0.0
0.0 0.0 0.0
0.0 0.0 0.0
0.0 0.0 0.0
0.0 0.0 0.0
-0.1 0.0 0.0
0.2 -0.6 0.1
0.0 0.1 0.0
0.0 0.1 -0.1
0.2 -0.1 0.0
0.0 0.0 0.0
0.0 0.0 0.0
0.0 0.0 0.0
0.0 0.0 0.0
0.0 0.0 0.0
0.0 0.0 0.0
0.0 0.0 0.0
0.0 0.0 0.0
0.0 0.0 0.0
0.0 0.0 0.0
0.0 0.0 0.0
0.0 0.0 0.0
0.0 0.0 0.0
0.1 0.0 0.0
0.0 -0.1 0.0
0.1 -0.1 0.1
0.0 0.1 0.0
0.0 0.0 0.0
0.0 0.0 0.0
0.0 0.0 0.0
0.0 0.0 0.0
0.0 0.0 0.0
0.0 0.0 0.0
0.0 0.0 0.0
0.0 0.0 0.0
0.0 0.0 0.0
0.0 0.0 0.0
0.0 0.0 0.0
0.0 0.0 0.0
0.0 0.0 0.0
0.0 0.0 0.0
0.0 0.0 0.0
0.0 0.0 0.0
0.0 0.0 0.0
0.0 0.0 0.0
0.0 0.0 0.0
0.0 0.0 0.0
0.0 0.0 0.0
0.0 0.0 0.0
0.0 0.0 0.0
0.0 0.0 0.0
0.0 0.0 0.0
0.0 0.0 0.0
0.0 0.0 0.0
-0.1 0.0 0.0
0.2 0.0 0.1
0.0 0.1 -0.1
0.1 0.0 0.1
0.0 0.0 0.0
0.0 0.0 0.0
0.0 0.0 0.0
0.0 0.0 0.0
0.0 0.0 0.0
0.0 0.0 0.0
0.0 0.0 0.0
-0.1 0.0 -0.1

Values from the calculation:
Multiplicity   2
LUMO energy (spin up / spin down)   -0.336 / -0.315 hartree
Frontier orbital gap (spin up / spin down)   6.1 / 6.8 eV
Highest occupied orbital energy (spin up / spin down)   -15.29 / -15.41 eV
Net charge   +3

Computed ΔE to the lowest compared entry with this formula, charge and spin, in the same sequence as the records: 8.144; 0.000; 0.433 eV.
Computed E_tot, in the same sequence as the records: -78728.762; -114529.621; -135311.310 eV.